(1)
Below is a single C21H19NO4S2 molecule at a distorted geometry, with properties calculated with wB97M-V/def2-TZVPD.

Frontier orbital gap   7.6 eV
E_LUMO   -0.54 eV
Electronic energy   -1963.76297 Eh
HOMO level   -8.186 eV
Structure (SMILES)   O=C(O)CCCN1C(=O)/C(=C\c2ccccc2OCc2ccccc2)SC1=S

The geometry in ORCA input format:
```
! RIJCOSX wB97M-V def2-TZVPD def2/J DEFGRID3
* xyz 0 1
O 3.37 2.06 -0.31
C 3.82 1.60 0.71
O 3.30 1.83 1.91
C 5.03 0.70 0.77
C 4.84 -0.55 1.64
C 3.48 -1.25 1.42
N 2.97 -1.11 0.07
C 1.84 -0.33 -0.17
O 1.22 0.20 0.72
C 1.59 -0.25 -1.61
C 0.68 0.52 -2.23
C -0.37 1.28 -1.58
C -0.58 2.61 -1.95
C -1.54 3.38 -1.33
C -2.33 2.81 -0.34
C -2.18 1.48 0.00
C -1.21 0.69 -0.61
O -1.05 -0.63 -0.40
C -1.77 -1.26 0.63
C -3.25 -1.40 0.37
C -3.73 -1.46 -0.94
C -5.08 -1.59 -1.18
C -5.97 -1.67 -0.12
C -5.50 -1.62 1.18
C -4.15 -1.48 1.42
S 2.80 -1.18 -2.48
C 3.59 -1.68 -1.00
S 4.87 -2.68 -0.92
H 2.47 2.33 1.83
H 5.86 1.28 1.17
H 5.29 0.42 -0.26
H 4.90 -0.28 2.69
H 5.64 -1.25 1.41
H 3.58 -2.31 1.65
H 2.72 -0.80 2.06
H 0.76 0.62 -3.31
H 0.06 3.04 -2.71
H -1.67 4.41 -1.60
H -3.08 3.40 0.16
H -2.83 1.05 0.75
H -1.59 -0.74 1.58
H -1.32 -2.26 0.71
H -3.03 -1.40 -1.76
H -5.44 -1.64 -2.20
H -7.03 -1.78 -0.31
H -6.19 -1.68 2.01
H -3.78 -1.43 2.44
*
```

Atom-resolved charges from natural (NBO), all expressed in e:
1. O -0.60
2. C 0.80
3. O -0.69
4. C -0.52
5. C -0.41
6. C -0.24
7. N -0.48
8. C 0.68
9. O -0.58
10. C -0.29
11. C -0.08
12. C -0.17
13. C -0.15
14. C -0.25
15. C -0.17
16. C -0.31
17. C 0.44
18. O -0.51
19. C -0.08
20. C -0.08
21. C -0.16
22. C -0.22
23. C -0.22
24. C -0.20
25. C -0.21
26. S 0.41
27. C -0.09
28. S -0.08
29. H 0.51
30. H 0.25
31. H 0.24
32. H 0.22
33. H 0.23
34. H 0.23
35. H 0.25
36. H 0.22
37. H 0.21
38. H 0.22
39. H 0.21
40. H 0.23
41. H 0.19
42. H 0.21
43. H 0.21
44. H 0.21
45. H 0.21
46. H 0.21
47. H 0.21



(2)
Below is a gas-phase ion, C4H4O2PS (charge -1) at a distorted geometry, with properties calculated with wB97M-V/def2-TZVPD.

Frontier orbital gap   6.3 eV
E_LUMO   3.27 eV
Electronic energy   -1044.81001 Eh
HOMO level   -3.060 eV
Structure (SMILES)   [O-]C1=P[C@H]1/C(O)=C/S

The geometry in ORCA input format:
```
! RIJCOSX wB97M-V def2-TZVPD def2/J DEFGRID3
* xyz -1 1
O -1.74 -1.14 -2.02
C -0.58 -0.79 -1.87
P 0.91 -0.29 -2.39
C 0.45 -0.89 -0.71
C 0.01 0.06 0.33
O -0.95 -0.41 1.15
C 0.69 1.19 0.51
S 0.18 2.38 1.70
H 0.76 -1.86 -0.19
H -1.21 -1.28 0.72
H 1.57 1.42 -0.02
H -0.09 1.59 2.78
*
```

Atom-resolved charges from natural (NBO), all expressed in e:
1. O -0.69
2. C 0.18
3. P 0.09
4. C -0.66
5. C 0.33
6. O -0.69
7. C -0.51
8. S -0.08
9. H 0.18
10. H 0.49
11. H 0.23
12. H 0.11



(3)
Below is a molecular structure, C30H56BLaN8O at a distorted geometry, with properties calculated with wB97M-V/def2-TZVPD.

Frontier orbital gap   8.2 eV
E_LUMO   -5.48 eV
Electronic energy   -1746.10968 Eh
HOMO level   -13.679 eV

The geometry in ORCA input format:
```
! RIJCOSX wB97M-V def2-TZVPD def2/J DEFGRID3
* xyz 2 1
La -10.45 -10.25 11.10
C -12.21 -8.81 15.87
C -12.61 -9.72 14.65
C -13.85 -10.54 14.96
C -12.86 -8.83 13.43
C -13.63 -7.66 13.40
C -13.63 -7.20 12.12
C -14.20 -5.94 11.59
C -15.53 -5.66 12.34
C -13.23 -4.77 11.65
N -12.84 -8.06 11.35
N -12.41 -9.07 12.20
B -12.64 -7.93 9.78
N -11.27 -7.46 9.52
N -10.21 -7.87 10.36
C -9.19 -7.02 10.18
C -9.59 -6.02 9.25
C -10.90 -6.37 8.86
C -11.66 -5.72 7.72
C -12.26 -4.38 8.06
C -10.79 -5.64 6.43
C -7.80 -7.01 10.87
C -7.85 -7.99 12.01
C -7.36 -5.62 11.35
N -13.00 -9.27 9.10
N -12.18 -10.32 9.35
C -12.71 -11.36 8.67
C -13.88 -11.02 8.05
C -14.05 -9.67 8.37
C -15.18 -8.77 7.95
C -14.90 -8.19 6.51
C -16.55 -9.44 8.24
C -12.14 -12.77 8.67
C -12.90 -13.57 7.57
C -12.34 -13.56 9.98
H -12.15 -9.41 16.81
H -11.27 -8.28 15.67
H -13.06 -8.12 15.99
H -11.69 -10.23 14.39
H -14.56 -9.89 15.37
H -14.20 -11.05 14.04
H -13.62 -11.35 15.64
H -14.17 -7.12 14.18
H -14.49 -6.09 10.56
H -15.41 -5.32 13.35
H -16.07 -4.80 11.83
H -16.21 -6.47 12.40
H -12.96 -4.72 12.71
H -12.34 -4.93 10.94
H -13.71 -3.85 11.41
H -13.47 -7.08 9.42
H -9.03 -5.19 8.94
H -12.42 -6.42 7.42
H -11.47 -3.76 8.46
H -12.78 -3.92 7.19
H -13.06 -4.47 8.89
H -10.15 -4.77 6.39
H -10.17 -6.49 6.20
H -11.43 -5.61 5.49
H -7.22 -7.39 10.05
H -8.57 -7.69 12.79
H -8.09 -9.00 11.66
H -6.95 -8.15 12.55
H -7.96 -5.25 12.17
H -6.36 -5.70 11.64
H -7.45 -4.88 10.54
H -14.64 -11.60 7.48
H -15.12 -7.93 8.62
H -14.92 -8.94 5.71
H -15.58 -7.40 6.16
H -13.91 -7.75 6.47
H -16.87 -10.21 7.50
H -16.51 -10.02 9.15
H -17.33 -8.71 8.35
H -11.08 -12.86 8.39
H -13.97 -13.83 7.79
H -12.95 -13.01 6.60
H -12.46 -14.54 7.37
H -13.41 -13.47 10.27
H -12.07 -14.63 9.90
H -11.84 -13.13 10.82
C -10.11 -13.98 13.79
C -9.31 -12.72 13.79
C -8.30 -12.47 14.85
O -9.47 -12.00 12.79
H -10.24 -14.52 14.74
H -9.56 -14.60 13.10
H -11.12 -13.80 13.44
H -8.89 -12.14 15.72
H -7.64 -11.61 14.61
H -7.70 -13.30 15.24
N -8.26 -10.56 9.39
N -8.79 -11.91 9.57
H -8.66 -10.14 8.53
H -7.26 -10.51 9.31
H -8.05 -12.38 10.12
H -8.77 -12.35 8.61
*
```

Atom-resolved charges from Mulliken, all expressed in e:
1. La 1.78
2. C -1.38
3. C 1.09
4. C -1.48
5. C -0.38
6. C 0.17
7. C -0.31
8. C 1.07
9. C -1.95
10. C -1.38
11. N 1.07
12. N -1.07
13. B 0.70
14. N 1.07
15. N -0.37
16. C -0.27
17. C -0.38
18. C -0.79
19. C 2.21
20. C -1.21
21. C -1.74
22. C 0.75
23. C -1.09
24. C -1.44
25. N 0.78
26. N -0.90
27. C -0.26
28. C 0.55
29. C -0.85
30. C 1.16
31. C -1.25
32. C -1.59
33. C 0.88
34. C -1.73
35. C -1.00
36. H 0.42
37. H 0.31
38. H 0.32
39. H -0.32
40. H 0.37
41. H 0.33
42. H 0.45
43. H 0.35
44. H -0.16
45. H 0.38
46. H 0.40
47. H 0.47
48. H 0.36
49. H 0.16
50. H 0.44
51. H -0.36
52. H 0.58
53. H -1.24
54. H 0.35
55. H 0.44
56. H 0.07
57. H 0.40
58. H 0.45
59. H 0.39
60. H 0.31
61. H 0.32
62. H -0.22
63. H 0.54
64. H 0.37
65. H 0.47
66. H 0.35
67. H 0.41
68. H -0.33
69. H 0.36
70. H 0.42
71. H 0.21
72. H 0.32
73. H 0.43
74. H 0.42
75. H -0.18
76. H 0.30
77. H 0.45
78. H 0.45
79. H 0.36
80. H 0.42
81. H -0.03
82. C -0.99
83. C 0.79
84. C -1.21
85. O -0.48
86. H 0.38
87. H 0.32
88. H 0.26
89. H 0.34
90. H 0.30
91. H 0.37
92. N -0.52
93. N -0.65
94. H 0.24
95. H 0.27
96. H 0.25
97. H 0.34



(4)
Below is a molecular structure, C19H24ClCuNSi at a distorted geometry, with properties calculated with wB97M-V/def2-TZVPD.

Frontier orbital gap (alpha / beta)   4.6 / 4.3 eV
E_LUMO (alpha / beta)   5.09 / 4.81 eV
Electronic energy   -3183.27991 Eh
HOMO level (alpha / beta)   0.456 / 0.464 eV

The geometry in ORCA input format:
```
! RIJCOSX wB97M-V def2-TZVPD def2/J DEFGRID3
* xyz -2 2
C -2.33 -0.97 -0.23
C -1.64 -1.11 -1.48
C -1.34 0.17 -1.96
H -1.42 -2.06 -1.98
C -1.74 1.14 -1.01
C -2.33 0.46 0.10
H -2.83 0.94 0.94
H -3.00 -1.71 0.20
H -0.91 0.40 -2.93
H -1.66 2.22 -1.11
Cu -0.99 -0.53 1.33
Cl 0.35 -2.23 1.63
C 2.57 0.12 0.05
C 2.26 1.37 -0.56
C 1.78 1.10 -1.87
H 2.37 2.35 -0.10
C 1.79 -0.31 -2.07
C 2.27 -0.92 -0.88
H 2.36 -1.99 -0.69
H 2.94 -0.03 1.06
H 1.45 1.85 -2.59
H 1.47 -0.84 -2.96
C -2.82 -0.83 3.21
Si -1.55 0.46 3.74
C -2.35 2.10 4.11
C -0.66 -0.34 5.16
N -0.37 0.87 2.55
C 0.85 1.43 2.74
C 1.04 2.82 2.46
C 2.11 3.52 3.00
C 3.07 2.84 3.77
C 2.98 1.45 3.96
C 1.93 0.75 3.38
H -3.39 -1.01 4.14
H -2.40 -1.80 2.90
H -3.53 -0.48 2.46
H -3.09 1.95 4.91
H -1.60 2.83 4.44
H -2.85 2.49 3.21
H -0.15 -1.25 4.79
H 0.09 0.32 5.60
H -1.38 -0.62 5.93
H 0.25 3.32 1.89
H 2.20 4.60 2.82
H 3.88 3.40 4.26
H 3.75 0.92 4.55
H 1.84 -0.34 3.49
*
```

Atom-resolved charges from natural (NBO), all expressed in e:
1. C -0.50
2. C -0.19
3. C -0.30
4. H 0.20
5. C -0.19
6. C -0.50
7. H 0.22
8. H 0.22
9. H 0.21
10. H 0.20
11. Cu 1.17
12. Cl -0.76
13. C -0.36
14. C -0.36
15. C -0.38
16. H 0.18
17. C -0.38
18. C -0.35
19. H 0.18
20. H 0.19
21. H 0.16
22. H 0.16
23. C -1.17
24. Si 1.84
25. C -1.14
26. C -1.16
27. N -1.24
28. C 0.24
29. C -0.27
30. C -0.18
31. C -0.32
32. C -0.22
33. C -0.26
34. H 0.22
35. H 0.27
36. H 0.23
37. H 0.20
38. H 0.24
39. H 0.24
40. H 0.26
41. H 0.24
42. H 0.20
43. H 0.21
44. H 0.18
45. H 0.18
46. H 0.19
47. H 0.23